1 | The following is a quantum chemistry calculation of 2 unconnected molecules or ions with the total composition C7H12N2O, from OMol25.

Output
- Lowest unoccupied orbital energy: 0.73 eV
- Orbital gap: 9.09 eV
- Structure (SMILES): Cc1ncc[nH]1.CC(C)=O

Structure (ORCA input):
```
! wB97M-V def2-TZVPD RIJCOSX def2/J DEFGRID3
* xyz 0 1
C 0.75 3.09 -1.33
C 1.32 1.95 -0.79
C 0.09 1.38 -2.52
C -0.41 0.70 -3.73
C -0.62 -0.10 1.98
C -0.50 -2.46 2.82
C -0.02 -1.40 1.73
N 0.03 2.70 -2.44
N 0.83 0.87 -1.53
O 0.79 -1.66 0.88
H 1.13 4.06 -1.18
H 1.96 1.71 0.02
H -0.29 -0.31 -3.55
H -1.46 1.04 -3.89
H 0.15 0.91 -4.67
H -1.61 -0.28 2.38
H -0.63 0.66 1.29
H -0.17 0.27 2.95
H -1.37 -3.09 2.57
H 0.24 -3.26 2.63
H -0.56 -2.14 3.77
H 1.16 -0.11 -1.33
*
```



2 | The following is a quantum chemistry calculation of C7H12N2O in the gas phase, from OMol25.

Output
- Lowest unoccupied orbital energy: 0.71 eV
- Orbital gap: 9.73 eV
- Structure (SMILES): [H]/N=C(/O)[C@H]1CC[C@H]2C[C@H]2N1

Structure (ORCA input):
```
! wB97M-V def2-TZVPD RIJCOSX def2/J DEFGRID3
* xyz 0 1
N 3.04 1.27 -0.15
C 2.36 0.20 0.12
C 0.91 -0.01 -0.27
C 0.27 -1.19 0.47
C -1.11 -1.47 -0.13
C -1.92 -0.21 -0.39
C -2.22 0.80 0.68
C -1.24 1.13 -0.42
N 0.17 1.23 -0.09
H 0.91 -0.25 -1.35
H 0.89 -2.09 0.38
H 0.20 -0.94 1.54
H -0.98 -1.99 -1.09
H -1.68 -2.15 0.53
H -2.71 -0.34 -1.14
H -3.20 1.29 0.67
H -1.81 0.63 1.67
H -1.57 1.84 -1.18
H 0.27 1.54 0.87
O 3.09 -0.90 0.02
H 2.42 2.07 -0.21
H 3.91 -0.47 -0.53
*
```



Bottom line: 1, by a margin of 11.3 kcal/mol.